No. 1
C36H66Br2F6N4O5S | the ωB97M-V functional and the def2-TZVPD basis

```
120
Properties=species:S:1:pos:R:3:forces:R:3
C -0.6154 -3.2742 9.7583 -0.7 -0.1 -0.2
C -2.0134 -2.6962 9.1639 0.3 -0.2 0.5
F -3.1478 -3.1428 9.9534 1.7 0.6 -1.1
C -2.0535 -1.1015 9.1445 -0.7 1.4 -2.6
C -2.4605 -0.3767 7.9720 1.2 -0.4 3.0
Br -2.9991 -1.1964 6.2661 0.4 1.0 1.7
C -2.4399 1.2394 8.0715 -1.7 1.3 -0.9
O -3.3528 1.9755 7.6261 3.7 -2.8 1.5
C -1.1496 1.8336 8.8494 -1.0 -2.9 1.7
S -0.2493 3.3456 8.2398 5.7 1.7 4.8
O 1.2230 2.9580 8.1993 -4.5 0.2 -1.2
O -0.3688 4.5060 9.1865 -1.3 -2.7 -2.6
C -0.8211 3.9290 6.5616 -1.1 2.7 -1.5
F 0.1488 4.8865 6.1136 -2.4 -2.6 1.6
F -2.0485 4.6455 6.7165 3.0 -2.1 -0.4
C -0.9323 2.7836 5.4367 0.0 -0.5 -3.6
F -2.2689 2.6026 4.9616 3.7 0.2 1.8
F -0.3540 1.5482 5.7930 -1.8 3.0 -0.4
F -0.1972 3.2584 4.2995 -1.8 -1.4 2.9
C -0.7552 1.1202 10.0313 0.3 2.0 -2.4
C 0.4904 1.6070 10.9238 -1.2 -0.5 1.5
C 1.7647 0.6347 10.7604 1.8 0.7 -4.3
O 2.4317 0.5792 9.7035 -3.0 0.0 5.1
Br 2.2487 -0.4826 12.3567 -0.5 0.8 -1.1
C -1.6058 -0.2062 10.4178 -0.7 -0.9 1.4
O -1.8907 -0.5162 11.5937 1.4 1.3 -4.3
H -0.7877 -3.6942 10.8111 0.3 1.0 -1.4
H -0.2673 -4.1577 9.1137 -0.5 1.4 0.9
H 0.1732 -2.4426 9.7230 -1.0 -1.3 0.2
H -2.1357 -3.1702 8.1189 -0.1 1.3 1.6
H 0.7484 2.7205 10.7700 -0.2 -2.0 -0.3
H 0.1364 1.5337 12.0245 0.6 0.0 -1.8
C 0.2009 -1.0234 3.6145 0.0 0.1 0.0
C 0.2242 -1.8998 2.3684 -0.1 0.1 0.1
N -1.1031 -2.1889 1.8362 -0.2 -0.3 -0.1
C -1.1106 -3.2637 0.8463 0.1 -0.2 0.2
C -0.3526 -3.0287 -0.4581 0.0 -0.1 -0.3
C -1.9349 -1.0345 1.5106 0.0 0.2 0.4
C -1.3790 -0.0149 0.5190 -0.1 0.2 -0.2
H -0.4512 -1.4475 4.3830 0.0 0.0 -0.1
H 1.2077 -0.9477 4.0346 -0.1 0.0 -0.1
H -0.1365 -0.0075 3.3929 0.0 -0.1 0.0
H 0.7012 -2.8441 2.6531 -0.2 -0.1 -0.2
H 0.8739 -1.4356 1.6157 0.1 0.1 0.0
H -2.1464 -3.5312 0.6100 0.0 0.2 0.1
H -0.6940 -4.1605 1.3220 0.0 0.1 0.1
H -0.8822 -2.3356 -1.1124 0.1 0.0 0.0
H -0.2650 -3.9731 -1.0043 0.0 0.1 0.0
H 0.6596 -2.6551 -0.2923 -0.1 0.0 0.0
H -2.1629 -0.5058 2.4444 0.1 -0.1 0.0
H -2.9119 -1.3775 1.1543 0.2 -0.2 0.0
H -0.3452 0.2637 0.7376 0.0 -0.1 0.0
H -1.9758 0.9017 0.5635 0.0 -0.1 0.0
H -1.4320 -0.3778 -0.5074 0.1 0.0 0.0
C -0.5126 -7.6506 2.0608 0.0 0.1 0.0
C -0.4913 -8.5317 0.8172 -0.2 0.1 0.1
N -1.8189 -8.8223 0.2867 -0.2 -0.3 -0.1
C -1.8272 -9.9006 -0.6993 0.1 -0.2 0.2
C -1.0696 -9.6713 -2.0054 0.0 -0.1 -0.3
C -2.6500 -7.6689 -0.0426 0.0 0.2 0.4
C -2.0944 -6.6526 -1.0381 -0.1 0.2 -0.2
H -1.1639 -8.0714 2.8313 0.0 0.0 -0.1
H 0.4949 -7.5746 2.4791 -0.1 0.0 -0.1
H -0.8494 -6.6351 1.8362 0.0 -0.1 0.0
H -0.0148 -9.4751 1.1049 -0.2 -0.1 -0.2
H 0.1581 -8.0704 0.0623 0.1 0.1 0.0
H -2.8633 -10.1683 -0.9337 0.0 0.2 0.1
H -1.4111 -10.7955 -0.2202 0.0 0.2 0.1
H -1.5986 -8.9804 -2.6624 0.1 0.0 0.0
H -0.9828 -10.6179 -2.5480 0.0 0.1 0.1
H -0.0573 -9.2977 -1.8409 -0.1 0.0 0.0
H -2.8773 -7.1370 0.8893 0.1 -0.1 0.0
H -3.6274 -8.0125 -0.3971 0.2 -0.2 0.0
H -1.0604 -6.3736 -0.8211 0.0 -0.1 0.0
H -2.6911 -5.7358 -0.9960 0.0 -0.1 0.0
H -2.1483 -7.0186 -2.0634 0.1 0.0 0.0
C 1.0766 0.8904 -2.4979 0.0 0.0 0.1
C 1.1737 1.9071 -3.6290 -0.2 -0.1 0.1
N -0.0772 2.6122 -3.8864 -0.2 0.1 -0.3
C -0.0800 3.3481 -5.1486 0.0 -0.2 -0.1
C 0.9059 4.5052 -5.2955 0.0 0.3 -0.2
C -0.6682 3.3156 -2.7522 0.0 -0.3 0.3
C 0.1832 4.3688 -2.0457 0.0 0.2 0.2
H 0.2541 0.1901 -2.6660 0.0 0.1 0.0
H 2.0022 0.3112 -2.4386 -0.1 0.1 0.0
H 0.9311 1.3723 -1.5275 0.0 -0.1 0.0
H 1.4556 1.3528 -4.5308 -0.1 0.2 -0.1
H 1.9974 2.6007 -3.4177 0.1 0.0 0.0
H -1.0915 3.7176 -5.3497 0.0 0.0 0.2
H 0.1187 2.6309 -5.9548 0.0 -0.1 0.2
H 0.5963 5.3744 -4.7145 0.1 0.0 0.0
H 0.9423 4.8226 -6.3423 0.0 0.0 0.1
H 1.9211 4.2287 -5.0049 0.0 0.0 0.0
H -0.9654 2.5681 -2.0066 0.1 0.0 -0.1
H -1.6137 3.7743 -3.0600 0.1 -0.1 -0.2
H 1.1970 4.0186 -1.8374 -0.1 0.0 0.0
H -0.2736 4.6236 -1.0843 0.0 0.0 -0.1
H 0.2456 5.2923 -2.6213 0.1 0.0 0.0
C 2.0193 5.0355 -12.5211 0.0 -0.1 0.1
C 2.9850 5.8721 -11.6900 -0.2 0.0 0.0
N 2.3502 6.5461 -10.5625 0.0 0.4 0.2
C 3.1874 7.5794 -9.9572 0.0 0.1 -0.2
C 4.4905 7.1365 -9.2952 0.2 0.1 0.2
C 1.6319 5.6937 -9.6206 -0.3 -0.2 -0.3
C 2.4073 4.5595 -8.9531 0.0 -0.2 0.2
H 1.1618 5.6301 -12.8466 0.1 0.0 0.1
H 2.5264 4.6621 -13.4149 0.0 0.0 0.1
H 1.6516 4.1670 -11.9686 0.0 0.1 0.0
H 3.4054 6.6302 -12.3597 0.0 0.1 0.3
H 3.8221 5.2394 -11.3686 0.1 -0.1 -0.1
H 2.5949 8.1442 -9.2291 -0.1 -0.2 0.0
H 3.4362 8.3087 -10.7380 -0.1 -0.2 -0.1
H 4.3095 6.6359 -8.3436 0.0 -0.1 -0.1
H 5.1058 8.0150 -9.0768 0.0 -0.1 0.0
H 5.0809 6.4778 -9.9346 -0.1 0.0 0.0
H 0.7765 5.2524 -10.1462 0.1 0.0 -0.1
H 1.1743 6.3142 -8.8428 0.2 0.2 -0.1
H 3.0055 3.9843 -9.6639 0.0 0.1 0.0
H 1.7051 3.8625 -8.4849 0.0 0.0 0.0
H 3.0628 4.9271 -8.1636 0.1 -0.1 -0.1
```
Positions in Å, forces in eV/Å.

Results
Orbital gap (eV): 5.68
Structure (SMILES): C[C@@H](F)C1=C(Br)C(=O)C(S(=O)(=O)C(F)(F)C(F)(F)F)=C(CC(=O)Br)C1=O.CCN(CC)CC.CCN(CC)CC.CCN(CC)CC.CCN(CC)CC

Atom charges from the Löwdin analysis, given in e for atoms 1 to 99: -0.03, -0.27, -0.07, -0.07, -0.45, 0.77, -0.30, 0.08, -0.09, 0.86, -0.31, -0.30, -0.31, 0.07, 0.07, -0.31, 0.09, 0.10, 0.08, -0.03, -0.10, -0.68, 0.01, 0.64, -0.20, 0.11, 0.10, 0.09, 0.08, 0.12, 0.13, 0.12, -0.10, -0.27, -0.19, -0.25, -0.08, -0.25, -0.09, 0.05, 0.08, 0.06, 0.12, 0.10, 0.11, 0.10, 0.06, 0.06, 0.07, 0.10, 0.12, 0.07, 0.07, 0.05, -0.09, -0.27, -0.19, -0.25, -0.09, -0.24, -0.09, 0.08, 0.07, 0.05, 0.12, 0.10, 0.11, 0.11, 0.05, 0.07, 0.07, 0.10, 0.12, 0.06, 0.07, 0.06, -0.09, -0.27, -0.19, -0.25, -0.08, -0.25, -0.09, 0.07, 0.07, 0.06, 0.12, 0.10, 0.11, 0.11, 0.06, 0.05, 0.07, 0.10, 0.11, 0.07, 0.07, 0.05, -0.09

=====

No. 2
C15H12Cl4ErI2O2S | the ωB97M-V functional and the def2-TZVPD basis

```
37
Properties=species:S:1:pos:R:3:forces:R:3
C -4.4976 0.6399 2.8106 -0.1 0.0 -0.2
C -3.6324 0.1378 1.7105 0.4 0.3 0.6
Cl -4.4716 -0.9624 0.5463 0.3 0.2 -0.5
C -2.3584 0.4077 1.4389 -0.4 -0.4 -0.4
Cl -1.4958 1.3962 2.5222 0.1 0.2 0.3
C -1.5336 -0.0281 0.2915 -0.3 0.1 -0.3
C -1.5450 0.5545 -0.9125 0.0 0.1 0.2
S -2.6930 1.7966 -1.4040 -0.4 -0.1 0.1
C -0.5785 0.0301 -1.9336 0.1 -0.1 -0.1
O -0.8195 0.0553 -3.1104 0.1 0.2 -0.1
C 0.7021 -0.5653 -1.4217 0.3 -0.2 0.5
C 1.8453 -0.4623 -2.3681 0.0 0.0 0.0
I 2.3494 -2.0760 -3.4555 -0.1 -0.1 0.0
C 2.4280 0.7870 -2.5722 0.2 0.1 0.0
C 1.9008 2.0034 -1.8828 -0.3 -0.1 -0.2
I 3.9885 1.1123 -3.8225 0.0 -0.1 0.0
C 0.7108 -1.1512 -0.2074 0.0 0.1 -0.4
C 1.8167 -1.8838 0.5111 0.0 0.0 0.1
Cl 1.9830 -3.5206 -0.1694 0.0 -0.1 -0.2
C 3.1411 -1.1302 0.6012 0.2 -0.1 0.0
C 2.9408 0.2694 1.1808 0.3 0.0 0.1
Cl 4.2342 -2.0887 1.6348 0.0 0.0 0.0
C -0.5830 -1.1462 0.5475 0.0 -0.2 0.0
O -0.8654 -2.0109 1.3380 0.0 0.0 0.2
H -4.8876 1.6232 2.5434 0.0 0.1 0.1
H -5.3400 -0.0163 3.0075 0.0 -0.1 0.1
H -3.8997 0.7206 3.7149 0.0 0.1 0.1
H -1.8140 2.8023 -1.4766 0.2 0.0 -0.1
H 2.5947 2.8342 -1.9365 0.1 0.0 0.1
H 0.9988 2.3142 -2.4243 0.0 0.0 0.0
H 1.6177 1.7924 -0.8522 0.0 0.1 0.0
H 1.4787 -2.0542 1.5308 0.0 0.0 0.0
H 3.6403 -1.0889 -0.3650 0.0 0.0 -0.1
H 2.0196 0.3432 1.7596 -0.1 0.0 0.0
H 2.9673 1.0311 0.4031 -0.1 0.0 0.1
H 3.7541 0.4974 1.8642 0.0 0.0 0.0
Er -6.0964 -2.9636 0.3575 -0.3 -0.3 0.1
```
Positions in Å, forces in eV/Å.

Results
Total charge: +3
Spin multiplicity: 4
Orbital gap (alpha / beta) (eV): 5.16 / 5.23

Charges computed using Löwdin, reported in e: -0.08, -0.58, 0.64, -0.68, 0.89, -0.24, -0.46, 0.91, -0.36, 0.15, -0.17, -0.74, 1.29, -0.79, -0.12, 1.23, -0.11, -0.68, 0.67, -0.74, -0.08, 0.69, -0.29, 0.16, 0.12, 0.08, 0.09, -0.08, 0.08, 0.11, 0.08, 0.10, 0.08, 0.09, 0.06, 0.08, 1.59

=====

No. 3
C56H72NO5PtSi | the ωB97M-V functional and the def2-TZVPD basis

```
136
Properties=species:S:1:pos:R:3:forces:R:3
Pt -0.1451 -0.2251 0.1677 0.3 2.4 -0.1
C 3.8910 0.2481 -0.6270 0.0 0.1 0.1
O 2.4929 0.3943 -0.4134 -0.1 0.1 -0.1
C 1.9096 -0.7345 0.2012 -0.3 -0.1 0.0
C 2.3206 -0.9024 1.6085 0.0 -0.1 0.1
C 2.1209 0.0804 2.7681 0.1 0.1 0.0
C 1.4215 1.4122 2.6742 0.1 -0.1 0.1
C 2.0169 2.6217 3.0195 0.0 0.0 -0.1
C 1.2805 3.8045 3.0549 -0.1 0.0 0.0
C -0.0852 3.7424 2.7438 0.1 0.0 0.0
C -0.7095 2.5608 2.3893 -0.1 0.0 -0.1
C -2.1825 2.4779 2.0143 0.0 0.0 0.0
C -2.5006 2.6039 0.5286 0.0 0.0 0.0
C -2.6239 3.8673 -0.0440 0.0 0.0 0.0
C -2.8860 4.0394 -1.3965 0.0 0.0 0.0
C -2.9705 2.8955 -2.1933 0.0 0.0 0.0
C -2.8494 1.6110 -1.6771 0.0 0.0 0.0
C -2.9974 0.4185 -2.6109 0.0 0.0 0.0
C -2.1526 -0.8448 -2.4850 0.1 0.3 -0.1
C -2.7552 -2.0604 -2.7686 0.0 -0.1 0.1
C -2.0584 -3.2634 -2.8481 0.0 0.1 0.0
C -0.6877 -3.2166 -2.5835 0.0 0.0 -0.1
C -0.0372 -2.0260 -2.2999 0.0 0.0 -0.2
C 1.4685 -1.9403 -2.0886 -0.1 0.0 0.1
C 1.9717 -1.9556 -0.6504 0.2 0.0 -0.1
C 2.5956 -3.0754 -0.1785 -0.1 0.1 0.0
C 3.1622 -3.1478 1.1125 0.0 -0.1 0.0
C 2.9363 -2.0733 1.9780 -0.1 0.0 0.0
C 4.0856 -4.3023 1.4896 0.0 0.1 0.0
C 4.5190 -4.2485 2.9547 0.0 0.0 0.0
C 5.3395 -4.1896 0.6040 0.0 0.0 0.0
C 3.4272 -5.6621 1.2401 0.0 0.0 0.0
C -0.7627 -0.8140 -2.2600 -0.3 -0.7 -0.8
O -0.1073 0.3143 -2.0285 0.0 -1.0 1.2
C -2.7779 -4.5665 -3.1998 0.0 0.0 0.0
C -3.9824 -4.3153 -4.1156 0.1 0.0 -0.1
C -1.8286 -5.5319 -3.9207 0.0 0.0 0.0
C -3.2934 -5.2275 -1.9179 -0.1 0.0 0.0
C -2.6686 1.4994 -0.3007 0.0 0.1 0.1
O -2.5064 0.2370 0.2380 0.2 0.1 -0.2
C -3.6859 -0.4368 0.6540 0.0 -0.1 0.0
C -3.1161 5.4168 -2.0221 0.0 0.0 0.0
C -2.9398 6.5476 -1.0084 0.0 0.0 0.0
C -2.1278 5.6528 -3.1698 0.0 0.0 0.0
C -4.5486 5.4770 -2.5700 0.0 0.0 0.0
C 0.0644 1.3956 2.3831 0.0 0.2 -0.1
O -0.5017 0.2300 2.0638 0.0 -0.8 0.4
C 1.8981 5.1516 3.4282 0.0 0.0 0.0
C 1.1858 5.7178 4.6644 0.0 0.0 0.0
C 3.3887 5.0357 3.7465 0.0 0.0 0.0
C 1.7319 6.1317 2.2579 0.0 0.0 0.0
H 4.4527 0.5375 0.2678 0.0 0.0 0.0
H 4.1529 0.9097 -1.4509 0.0 0.0 0.0
H 4.1526 -0.7789 -0.8925 0.0 0.0 0.0
H 3.0924 0.2198 3.2510 0.0 0.1 -0.1
H 1.5135 -0.5058 3.4676 0.1 0.0 0.1
H 3.0702 2.6233 3.2726 0.0 0.0 0.0
H -0.6773 4.6514 2.7629 0.0 0.0 0.0
H -2.7184 3.2759 2.5330 0.0 0.0 0.0
H -2.5576 1.5244 2.3840 0.0 0.0 0.0
H -2.5145 4.7255 0.6059 0.0 0.0 0.0
H -3.1468 2.9956 -3.2591 0.0 0.0 0.0
H -2.8600 0.8130 -3.6237 0.0 0.0 0.0
H -4.0435 0.0955 -2.5689 0.0 0.0 0.0
H -3.8229 -2.0513 -2.9547 0.0 0.0 0.0
H -0.0944 -4.1241 -2.6215 0.0 0.0 0.0
H 1.8193 -1.0208 -2.5652 0.0 0.0 0.0
H 1.9290 -2.7903 -2.5951 0.0 0.0 0.0
H 2.6832 -3.9238 -0.8481 0.0 0.0 0.0
H 3.2711 -2.1462 3.0052 0.0 0.0 0.0
H 5.0880 -3.3450 3.1779 0.0 0.0 0.0
H 5.1600 -5.1048 3.1702 0.0 0.0 0.0
H 3.6622 -4.2952 3.6291 0.0 0.0 0.0
H 5.7951 -3.2023 0.7000 0.0 0.0 0.0
H 5.0968 -4.3506 -0.4470 0.0 0.0 0.0
H 6.0763 -4.9379 0.9028 0.0 0.0 0.0
H 2.5814 -5.8192 1.9120 0.0 0.0 0.0
H 4.1556 -6.4563 1.4162 0.0 0.0 0.0
H 3.0713 -5.7642 0.2160 0.0 0.0 0.0
H -3.6953 -3.7514 -5.0049 0.0 0.0 0.0
H -4.7760 -3.7689 -3.6061 0.0 0.0 0.0
H -4.4027 -5.2703 -4.4367 0.0 0.0 0.0
H -1.3063 -5.0311 -4.7376 0.0 0.0 0.0
H -2.3909 -6.3708 -4.3354 0.0 0.0 0.0
H -1.0796 -5.9457 -3.2436 0.0 0.0 0.0
H -3.9764 -4.5558 -1.3945 0.0 0.0 0.0
H -2.4723 -5.4559 -1.2429 0.0 0.0 0.1
H -3.8266 -6.1556 -2.1415 0.0 0.0 0.0
H -4.3270 -0.6524 -0.2047 0.0 0.0 0.0
H -4.2323 0.1731 1.3776 0.0 0.0 0.0
H -3.3627 -1.3681 1.1144 0.0 0.0 0.0
H -1.9326 6.5555 -0.5868 0.0 0.0 0.0
H -3.6563 6.4704 -0.1893 0.0 0.0 0.0
H -3.1025 7.5066 -1.5033 0.0 0.0 0.0
H -1.1031 5.6446 -2.7988 0.1 0.0 0.0
H -2.3146 6.6244 -3.6324 0.0 0.0 0.0
H -2.2172 4.8909 -3.9451 0.0 0.0 0.0
H -5.2730 5.3028 -1.7727 0.0 0.0 0.0
H -4.7113 4.7239 -3.3416 0.0 0.0 0.0
H -4.7464 6.4583 -3.0067 0.0 0.0 0.0
H 1.2564 5.0222 5.5021 0.0 0.0 0.0
H 0.1292 5.9004 4.4682 0.0 0.0 0.0
H 1.6407 6.6646 4.9636 0.0 0.0 0.0
H 3.5699 4.3675 4.5898 0.0 0.0 0.0
H 3.7819 6.0191 4.0083 0.0 0.0 0.0
H 3.9571 4.6686 2.8893 0.0 0.0 0.0
H 0.6800 6.3099 2.0321 0.0 0.0 0.0
H 2.2047 5.7412 1.3551 0.0 0.0 0.0
H 2.1925 7.0925 2.4984 0.0 0.0 0.0
O 0.2169 2.0151 -0.1362 -0.1 -0.1 0.2
N 0.9645 2.6492 -1.0035 0.1 0.0 0.0
C 2.1149 3.2015 -0.5657 -0.1 -0.1 0.0
C 2.9203 3.9202 -1.4180 0.0 0.0 0.0
C 2.5495 4.0699 -2.7470 0.0 0.0 0.0
C 1.3546 3.5107 -3.1663 0.0 0.0 0.0
C 0.5627 2.8149 -2.2752 0.0 0.0 0.0
H 2.3183 3.0317 0.4786 0.0 0.0 0.1
H 3.8317 4.3541 -1.0311 0.0 0.0 0.0
H 3.1729 4.6226 -3.4360 0.0 0.0 0.0
H 1.0123 3.6136 -4.1857 0.0 0.0 0.0
H -0.3799 2.3527 -2.5128 0.0 0.1 0.0
C -2.6170 -5.3896 2.0619 0.0 0.0 0.0
Si -0.8555 -4.8756 1.6984 0.1 0.1 0.1
C 0.1779 -5.0030 3.2591 0.0 0.0 0.0
C -0.0934 -5.9763 0.3926 0.0 0.0 0.0
C -0.7743 -3.1401 1.1431 -0.1 0.0 0.1
C -0.5724 -2.0049 0.7691 0.0 -0.2 -0.5
H -2.7143 -6.4773 2.0654 0.0 0.0 0.0
H -3.3073 -4.9917 1.3190 0.0 0.0 -0.1
H -2.9282 -5.0202 3.0406 0.0 0.0 0.0
H 0.4237 -6.0392 3.5020 0.0 0.0 0.0
H -0.3514 -4.5705 4.1098 0.0 0.0 0.0
H 1.1098 -4.4469 3.1330 0.0 0.0 0.0
H 0.0507 -6.9875 0.7809 0.0 0.0 0.0
H 0.8782 -5.5795 0.1028 0.0 0.0 0.0
H -0.7013 -6.0442 -0.5077 0.0 0.0 0.0
```
Positions in Å, forces in eV/Å.

Results
Spin multiplicity: 2
Orbital gap (alpha / beta) (eV): 6.45 / 5.77

Atom charges from the Löwdin analysis, given in e for atoms 1 to 99: 1.49, -0.04, -0.17, -0.35, -0.11, -0.06, -0.15, 0.00, -0.17, 0.02, -0.12, -0.04, -0.11, 0.03, -0.16, 0.00, -0.13, -0.06, -0.14, 0.00, -0.17, 0.01, -0.16, -0.07, -0.16, 0.00, -0.13, 0.01, -0.55, -0.06, -0.04, -0.04, -0.38, -0.17, -0.55, -0.07, -0.06, -0.04, -0.21, -0.22, -0.02, -0.56, -0.07, -0.05, -0.05, -0.33, -0.19, -0.56, -0.05, -0.07, -0.04, 0.10, 0.09, 0.10, 0.13, 0.14, 0.11, 0.11, 0.12, 0.11, 0.11, 0.12, 0.12, 0.12, 0.11, 0.11, 0.12, 0.12, 0.12, 0.11, 0.09, 0.09, 0.08, 0.09, 0.08, 0.09, 0.07, 0.09, 0.07, 0.09, 0.07, 0.08, 0.09, 0.08, 0.07, 0.09, 0.05, 0.09, 0.10, 0.10, 0.09, 0.08, 0.09, 0.09, 0.08, 0.08, 0.08, 0.09, 0.08